# 1
122
Properties=species:S:1:pos:R:3:forces:R:3:mulliken_charge:R:1 method="wB97M-V/def2-TZVPD" orbital_gap_ev=9.49 e_homo_ev=-9.23 lumo_energy_ha=0.0094 smiles="O=C1OCCO1.O=C1OCCO1.O=C1OCCO1.O=C1OCCO1.O=C1OCCO1.O=C1OCCO1.O=C1OCCO1.O=C1OCCO1.O=C1OCCO1.O=C1OCCO1.O=C1OCCO1.CN(C)C=O" fmax_ev_per_a=3.437
O 0.010112 3.075757 -2.946094 0.4 0.4 0.8 -0.551
O 4.097192 2.788786 -0.690330 0.1 -1.4 -0.9 -0.370
O -4.113416 -3.566946 3.429449 -0.6 0.2 0.3 -0.433
O -4.370122 0.875169 -4.088689 0.7 0.8 0.6 -0.416
O -1.586018 3.614329 -1.506713 -0.5 1.0 0.9 -0.362
O 5.202586 -2.161313 -1.230942 0.0 -0.3 1.0 -0.394
O -2.354932 -2.597169 4.433229 -0.1 0.3 0.2 -0.585
O -2.691698 1.787857 -2.944087 0.2 -0.3 0.2 0.048
O 5.934719 0.441100 4.687002 0.1 -1.5 0.9 -0.374
O 2.959177 -2.535266 -0.869242 1.1 0.5 0.3 -0.282
O -1.119599 -5.990581 1.585245 -1.1 -1.3 -1.1 -0.594
O -0.022591 -5.202991 3.342623 0.1 0.3 -0.1 -0.415
O 4.446183 -2.495601 0.816002 -0.8 -0.3 0.5 -0.166
O -5.973030 2.679143 4.076599 0.0 0.0 0.8 -0.538
O 0.385635 -4.372337 1.344062 0.5 0.2 -1.7 -0.188
O -5.633900 1.206509 2.360791 -0.3 0.9 0.3 -0.306
O -2.247085 -1.707736 -2.551285 0.9 -0.5 -0.6 -0.582
O -3.024066 1.871706 3.307105 0.4 -0.6 1.2 0.047
O -0.037265 0.628190 -7.320988 0.4 0.4 -0.3 -0.293
O 0.355698 2.945319 -0.745185 1.2 0.0 1.1 -0.278
O 0.824480 0.573681 -5.234206 -0.4 -0.9 0.9 -0.187
O 5.176153 0.974138 0.085423 1.2 -0.4 1.3 -0.521
O -2.087839 2.051140 5.316241 -0.3 0.4 0.5 -0.431
O -6.237692 3.295314 1.945732 -0.5 1.6 0.3 -0.376
O -0.900197 -2.326611 -4.251830 0.2 -0.6 -1.0 -0.392
O -1.731583 3.642609 3.800098 1.3 2.5 -0.9 -0.566
O 4.258014 -1.095584 4.598921 0.6 1.9 0.2 -0.540
O 3.943747 1.114116 4.051669 -1.1 -2.1 0.8 -0.155
O -2.236681 -3.236597 2.294471 -0.5 0.2 -0.1 0.128
O -0.178291 -2.460770 -2.224255 0.1 -0.3 2.1 0.073
O -2.008425 0.190810 0.898449 1.6 -0.1 0.0 -0.510
O -4.794639 2.211607 -2.328341 -1.2 0.7 1.4 -0.551
O 3.907007 0.764921 -1.662021 -0.3 -0.3 -1.3 -0.240
O 1.804027 1.822426 -6.768450 -0.4 -0.5 -1.3 -0.285
N 0.233757 0.071363 1.405912 2.0 -0.1 0.5 1.511
C 5.863086 -2.423589 1.018958 -0.8 -0.3 0.4 -0.228
C 0.844229 0.948152 -6.350995 0.5 0.8 -0.1 0.428
C 1.548071 -0.388787 0.907010 -0.2 1.2 -1.5 -0.876
C 1.047538 -3.434745 2.166982 -0.9 -0.9 1.8 0.975
C 0.902370 -3.117745 -2.896174 -0.6 2.0 -0.1 0.071
C -3.214635 -3.604849 1.315629 -0.3 -1.7 0.1 -0.378
C 6.415283 -2.316550 -0.385249 -0.3 -0.5 -0.9 -0.269
C 0.434921 -2.899079 -4.317775 -0.7 -0.1 -0.5 -0.283
C 6.048953 1.832671 4.639904 -0.8 0.9 2.6 -0.338
C 4.079774 -2.374823 -0.459150 1.2 -0.5 -0.6 0.501
C -3.153892 0.368596 -4.659168 -0.4 -2.8 1.0 -0.227
C 3.038313 1.587388 -2.439171 -0.6 1.0 -0.6 0.559
C 4.467972 1.474673 -0.718033 -0.1 0.7 1.3 0.622
C -0.312625 -5.257394 2.020676 0.3 0.5 1.8 0.568
C -6.094410 2.752080 0.663851 -0.5 -1.4 -1.0 -0.158
C -4.396630 -4.164440 2.149746 2.5 -0.2 0.5 -0.363
C -1.806758 3.547760 -0.087932 1.2 -0.5 0.7 0.034
C 0.117422 0.449520 2.768877 0.7 1.1 1.4 -0.872
C -0.351900 3.246857 -1.801164 -0.9 -0.9 -2.5 0.717
C 4.665226 0.041020 4.536899 -0.7 -1.1 -1.6 0.659
C -3.039393 0.975411 5.454481 0.8 -0.4 1.1 -0.455
C -2.057081 1.179164 -4.095128 1.5 1.4 1.3 0.098
C -2.876621 -3.069156 3.470297 0.5 -0.5 0.0 0.501
C -0.357837 3.279527 0.454793 -0.3 1.4 -0.2 1.083
C 4.591945 2.271985 4.377931 1.1 2.6 0.8 -0.282
C 0.681706 -3.992383 3.599532 -0.4 0.8 -1.6 -0.305
C -5.962478 2.452308 2.919905 0.7 -2.0 -1.4 0.669
C -0.807634 0.056926 0.611312 -2.7 0.4 -1.3 -0.846
C -4.011824 1.676886 -3.020622 0.6 -1.2 -2.1 0.443
C -2.232696 2.640404 4.112722 -1.8 -2.9 0.3 0.556
C -1.209635 -2.151389 -2.995314 -1.1 0.9 1.7 0.387
C -3.292565 0.590798 4.044572 -0.7 0.9 -1.9 0.464
C -5.897764 1.228174 0.954078 0.1 1.9 0.0 -0.099
C 3.496564 3.012349 -1.976467 -0.6 0.2 -0.4 -0.341
C 0.254036 1.438195 -8.491366 0.0 1.1 0.4 -0.324
C 1.737392 1.837266 -8.200837 -0.5 -0.5 -0.8 -0.388
H 6.137001 -3.258707 1.690534 0.1 0.2 -0.8 0.315
H -2.499618 2.738010 0.173104 0.3 0.0 -0.3 -0.053
H 0.981725 -2.159571 -4.815453 1.2 0.9 -0.9 0.164
H -2.193794 4.458964 0.322412 -0.2 0.6 -0.2 0.372
H 0.319408 -3.782075 -4.909536 0.3 -0.6 -0.3 0.268
H 4.143452 2.858951 5.236716 0.3 -1.1 -0.7 0.242
H 2.110042 -3.431900 2.006026 0.4 0.0 -0.4 0.266
H -6.807505 0.715678 0.796557 -0.9 -0.8 -0.3 0.424
H 2.000157 1.395485 -2.049218 0.8 0.1 -1.1 -0.321
H -6.983388 2.956040 0.026897 0.4 -0.1 0.7 0.311
H 6.966395 -3.234484 -0.730952 -0.5 1.1 0.2 0.268
H 2.107129 2.765886 -8.603431 -0.5 0.7 0.2 0.312
H 6.992585 -1.385587 -0.426970 0.0 -0.5 -0.6 0.282
H 1.795687 -2.561433 -2.564004 -0.3 -0.6 -0.7 0.004
H 2.179246 -0.269980 1.762471 0.8 -0.4 0.2 0.554
H 0.943965 -4.134936 -2.607079 0.0 -1.0 0.4 0.273
H -5.106494 0.846042 0.326201 0.4 -0.4 0.3 0.026
H 0.078582 0.846310 -9.401016 0.3 0.2 0.5 0.278
H 0.176731 4.124667 0.984901 -0.9 -0.7 -0.8 0.294
H 2.013318 0.209934 0.019323 -1.1 -0.7 1.6 -0.712
H -1.698430 2.019847 -4.688249 -0.4 0.0 -0.4 0.418
H 2.673238 3.719293 -1.828317 0.2 -0.3 -0.3 0.157
H 1.446804 -1.411707 0.554929 0.4 0.1 0.1 0.559
H -3.512481 -2.753026 0.757306 0.0 0.9 -0.6 0.240
H 6.454207 2.208994 5.632309 -0.5 -0.4 -1.1 0.227
H -3.185222 0.437289 -5.702665 -0.3 0.1 -1.6 0.366
H -2.662548 -0.181170 3.588430 -0.1 0.2 0.4 -0.504
H 0.489280 -0.234104 3.517952 0.0 -0.9 -0.1 0.407
H -3.967241 1.276462 6.005244 0.9 0.0 -0.5 0.228
H -4.341420 0.391874 3.857477 0.1 -0.3 0.0 0.576
H -0.441215 2.329100 -8.487412 0.7 -0.9 0.0 0.247
H 6.043322 -1.509057 1.533486 0.2 0.7 0.6 0.054
H 4.271181 3.433843 -2.623996 -0.2 0.0 -0.1 0.344
H 3.218724 1.404241 -3.568727 -0.7 0.2 2.1 0.134
H -3.080933 -0.720610 -4.351157 0.0 1.4 -0.4 0.079
H 6.736356 2.079776 3.899357 1.0 0.5 -1.5 0.304
H -0.891514 0.671199 2.968150 -1.3 -0.1 0.2 -0.262
H -5.254667 3.172024 0.139876 0.5 0.3 0.1 0.088
H -2.811386 -4.405649 0.689496 0.2 0.4 0.0 0.295
H -0.339299 2.432529 1.075878 0.0 -0.9 0.8 -1.104
H 0.621970 1.385923 3.076861 0.3 -0.1 -0.8 0.229
H 1.551215 -4.180097 4.135632 1.5 -0.6 1.1 0.439
H 0.590484 -2.485315 1.972463 -0.1 0.5 0.1 -1.013
H -0.469745 0.021039 -0.429617 -0.3 -0.5 -0.4 0.429
H -5.317560 -3.790876 1.791392 -1.1 0.0 -0.2 0.341
H 0.060312 -3.316314 4.149955 -0.5 0.3 0.3 0.167
H -4.300290 -5.260745 2.281292 -0.5 0.6 -0.2 0.293
H 4.567511 2.942946 3.540100 -0.1 0.3 -0.5 0.264
H 2.416153 1.119492 -8.670614 0.0 -0.5 0.5 0.269
H -2.476571 0.201767 6.003389 -0.6 0.2 -0.1 0.285
H -1.092704 0.734072 -3.767683 -1.1 -0.4 -0.1 -0.356

***

# 2
18
Properties=species:S:1:pos:R:3:forces:R:3:mulliken_charge:R:1 method="wB97M-V/def2-TZVPD" orbital_gap_ev=7.92 e_homo_ev=-12.27 lumo_energy_ha=-0.1599 smiles="P/[NH+]=C/[C@@H]1CC=CN1" charge=+1 fmax_ev_per_a=4.976 relative_energy_kcal_mol=32.6
P 3.370799 0.072401 -0.262432 0.4 1.2 -1.1 -0.034
N -0.761353 1.109362 0.874796 1.7 -2.1 2.9 -0.529
N 1.662668 0.361159 0.187552 -0.7 -1.9 0.1 -0.174
C -0.515943 -0.396939 0.969636 0.5 1.5 -0.2 0.604
C 0.870934 -0.588033 0.600040 2.5 -0.5 -0.3 -0.502
C -1.905650 0.191759 -0.853595 -1.1 -0.5 -1.6 -0.472
C -1.240095 -1.061606 -0.224778 -1.6 -2.2 -1.2 -0.692
C -1.585524 1.286201 -0.169258 -3.9 1.9 -2.4 -0.125
H -2.546717 0.266951 -1.826189 1.4 -0.6 2.1 0.307
H -0.963800 1.443501 1.809833 -0.4 0.6 -0.4 0.235
H 3.347542 0.865201 -1.536010 -0.2 -0.7 1.4 0.137
H 2.973154 -1.072003 -0.917186 0.2 -0.8 -0.4 0.108
H -0.623370 -0.833003 1.978081 -0.6 0.2 -0.5 0.428
H -0.520378 -1.470272 -1.027575 -0.7 0.4 1.3 0.269
H 1.243903 1.271716 0.084276 -0.4 0.6 0.4 0.358
H 1.253254 -1.656324 0.644758 -0.2 1.5 -0.1 0.418
H -2.143662 2.278143 -0.422267 1.7 -1.6 0.7 0.332
H -1.915768 -2.068213 0.090324 1.5 3.1 -0.9 0.332

***

# 3
46
Properties=species:S:1:pos:R:3:forces:R:3:mulliken_charge:R:1 method="wB97M-V/def2-TZVPD" orbital_gap_ev="7.65 / 6.87" e_homo_ev="-7.20 / -8.01" lumo_energy_ha="0.0166 / -0.0420" multiplicity=6 fmax_ev_per_a=0.422 relative_energy_kcal_mol=4.3
Ru 0.316040 -0.021246 -0.245804 0.1 0.1 0.1 1.019
Cl -1.948666 -0.884745 1.901845 0.3 0.1 0.3 -0.219
Cl -0.450152 -3.341475 6.450016 0.0 0.0 0.0 -0.228
Cl 3.040005 -2.908238 2.370579 0.0 0.0 0.0 -0.188
F 6.098135 0.917842 -0.435216 0.0 0.0 0.0 -0.340
O 1.175957 0.253566 -2.102265 0.1 -0.1 0.0 -0.736
O 0.839054 -1.546230 1.020360 0.0 -0.2 -0.1 -0.754
N -2.226765 -1.897387 -3.225506 0.0 0.0 0.0 -0.108
N -1.291556 -0.991205 -1.477222 0.0 0.1 0.0 0.304
C -2.631495 -1.179041 -1.214589 -0.1 0.0 -0.1 -0.513
C -0.715927 -1.703242 2.831826 -0.1 0.0 0.0 0.746
C -0.075960 -2.797754 4.842689 0.0 0.0 0.0 0.471
C -3.226964 -1.740534 -2.293219 0.0 0.0 0.0 -0.690
C 2.988050 0.694429 1.366162 -0.1 0.0 0.0 -0.040
C 1.532272 -2.445665 -5.211841 0.0 0.0 0.0 -0.756
C 4.067726 2.037251 -0.821044 0.0 0.0 0.0 -0.673
C 2.441568 -0.682417 -3.846078 0.0 0.0 0.0 -0.463
C 0.202101 -1.487969 -3.427013 0.1 0.0 0.0 0.224
C 0.365849 -2.394721 -4.481136 0.0 0.0 0.0 -0.834
C -1.034782 -2.125484 4.108843 0.0 0.0 0.0 -0.919
C 1.261550 -0.618033 -3.082377 -0.1 -0.1 -0.1 0.444
C -1.063297 -1.440730 -2.705928 -0.1 0.0 0.0 0.729
C 2.756339 2.252132 -0.465091 -0.1 0.0 0.0 -0.399
C 0.534507 -1.927174 2.228285 0.0 0.0 0.0 -0.511
C 1.466262 -2.616471 3.030453 0.0 0.1 0.1 0.710
C 4.818687 1.138339 -0.079544 0.0 0.0 0.0 0.480
C 2.168882 1.584777 0.634876 0.2 0.1 0.0 0.865
C 1.177992 -3.046805 4.310978 0.0 0.0 0.0 -0.794
C 4.301485 0.464275 1.011096 0.0 0.0 0.0 -0.833
C 2.571829 -1.574185 -4.886281 0.0 0.0 0.0 -0.514
C 0.779645 1.795878 0.981671 -0.2 -0.1 0.0 -1.519
H 1.644208 -3.161788 -6.013995 0.0 0.0 0.0 0.390
H 4.922187 -0.227691 1.563179 0.0 0.0 0.0 0.469
H 3.495989 -1.606221 -5.449751 0.0 0.0 0.0 0.394
H 2.148696 2.931630 -1.049051 0.0 0.0 0.0 0.321
H 1.927462 -3.569934 4.887013 0.0 0.0 0.0 0.444
H -3.065307 -0.911755 -0.267655 0.0 0.0 -0.2 0.415
H 3.243797 -0.008495 -3.574879 0.0 0.0 0.0 0.490
H 0.297519 2.683014 0.584493 0.0 0.0 0.0 0.464
H 2.571956 0.171668 2.218604 0.0 0.0 0.0 0.424
H -2.335136 -2.252066 -4.158775 0.0 0.0 0.0 0.209
H -0.426246 -3.098554 -4.712070 0.0 0.0 0.0 0.350
H -4.242928 -2.035739 -2.480820 0.0 0.0 0.0 0.411
H 4.517654 2.545005 -1.663115 0.0 0.0 0.0 0.452
H -2.016063 -1.934809 4.518395 0.0 0.0 0.0 0.434
H 0.483768 1.543056 1.994627 0.0 0.0 0.1 0.373

***

# 4
19
Properties=species:S:1:pos:R:3:forces:R:3:mulliken_charge:R:1 method="wB97M-V/def2-TZVPD" orbital_gap_ev=9.45 e_homo_ev=-9.42 lumo_energy_ha=0.0013 smiles="C=CO.O.O.O.O" fmax_ev_per_a=1.807 relative_energy_kcal_mol=32.5
O 0.731897 -3.112253 -0.351249 0.1 0.4 0.3 -0.663
O -0.745594 0.256877 1.909118 0.1 0.0 0.0 -0.564
O 1.584004 -0.395766 -1.487805 0.3 -0.4 0.3 -0.449
O -4.139414 -0.539129 0.998242 0.2 0.9 0.1 -0.636
O -2.578457 2.010164 -0.426298 0.0 -0.1 -0.3 -0.607
C 3.424851 1.024210 -1.156417 -0.5 -0.2 0.6 -0.751
C 2.308664 0.469949 -0.714363 -1.1 1.2 -0.8 0.186
H -3.864621 0.087936 0.313533 0.0 -0.4 -0.3 0.323
H 1.646851 -3.409626 -0.278522 0.0 0.0 -0.1 0.345
H 0.575259 -2.663884 0.489598 -0.2 -0.3 0.0 0.318
H -4.106781 0.090688 1.733798 -0.1 -0.5 0.2 0.307
H 3.788264 1.882237 -0.616028 0.4 0.0 -0.1 0.251
H 1.713010 0.985691 0.042160 0.3 -0.4 0.5 0.195
H -1.946040 2.733929 -0.465336 0.0 0.1 0.2 0.284
H 1.054931 -0.984389 -0.935441 0.0 -0.2 -0.2 0.294
H -1.047230 -0.347131 2.595502 -0.1 0.0 0.0 0.316
H -2.288484 1.424203 -1.136273 0.0 0.0 0.1 0.315
H 0.041475 -0.157019 1.543863 0.0 0.0 0.1 0.273
H 3.847415 0.643312 -2.058083 0.6 0.0 -0.4 0.263

***

Number 1: DFT total energy -4015.36868 a.u.. Number 2: DFT total energy -647.04447 a.u.. Number 3: DFT total energy -2682.62295 a.u.. Number 4: DFT total energy -459.54186 a.u..